No. 1
Density functional theory data (wB97M-V/def2-TZVPD) for 3 unconnected molecules or ions with the total composition C31H66NO4.

Results
- 2S+1: 2
- Frontier orbital gap (spin up / spin down): 8.656 / 9.940 eV
- Relative energy (zero: lowest compared OMol25 entry of this formula, charge and spin): 0.0 kcal/mol

Each line ends with the Löwdin spin population.
Geometry (Å):
C -3.61979 -5.91748 1.80183  0.000
H 7.46599 -2.38706 -0.21909  0.000
C 7.84247 0.03072 1.98531  0.024
H -7.87261 1.36796 -0.62541  0.000
C 8.27853 -2.81124 0.35144  0.005
H 6.72125 -2.94187 3.42094  0.001
H -6.53529 7.30938 -4.28554  0.000
H 8.82853 -4.56640 2.15938  0.000
C -5.59406 7.08361 -4.78792  0.000
H 6.55115 -0.26681 3.65665  0.001
H -4.64704 0.54273 -1.67823  0.000
H 8.37893 1.10378 3.80016  0.000
C -8.30005 3.25254 -2.50220  0.000
H 6.27629 -3.58187 1.84075  0.002
H -0.60459 -5.59593 -0.78480  0.000
C 6.44390 -0.22780 2.56803  0.017
C -4.45143 0.94619 -0.67830  0.000
H 8.00353 2.12283 2.39790  0.000
C -5.77244 1.46992 -0.08990  0.000
O -4.95836 6.14360 -3.93973  0.000
C -7.02581 3.02630 -1.69616  0.000
H 5.81372 0.63884 2.33458  0.002
C 6.70815 -2.71413 2.35043  0.016
H 8.87391 -3.59035 3.63545  0.000
C -5.87527 6.56629 -6.18831  0.000
H -1.95101 -1.70337 1.50148  0.000
C -3.78517 -0.13051 0.17730  0.000
H 10.09991 -3.35020 2.39076  0.000
H -6.47423 5.65535 -6.14630  0.000
H 0.54527 -1.43623 2.79864  0.000
C 3.33890 -0.81592 2.72613  0.000
H 5.10998 -0.62063 0.51745  0.000
N 8.65633 -1.19526 2.27039  0.393
H -2.34870 -7.68509 1.89172  0.000
H -2.07937 -4.61561 -0.82225  0.000
C -6.91934 1.62639 -1.09736  0.000
H -3.89320 0.14083 1.23414  0.000
C 9.04696 -3.57530 2.56161  -0.002
H -9.16227 3.03213 -1.86385  0.000
H -5.58492 2.43949 0.38104  0.000
H -1.55063 -0.01688 1.85673  0.000
C -3.17323 -7.22330 2.43623  0.000
H -4.95966 6.34767 -6.73925  0.000
C -1.49391 -0.79696 1.08878  0.000
H -2.52362 7.30673 -3.57343  0.000
C -8.39854 4.67896 -3.03186  0.000
H 8.24218 -3.89050 0.18609  0.000
C 5.75734 -1.52939 2.14659  0.001
H -6.09070 0.79255 0.70838  0.000
H -1.86576 0.55126 -0.54283  0.000
C 8.48503 1.19719 2.72192  -0.002
H 9.54522 1.25952 2.47624  0.000
H 3.73394 0.16890 2.45204  0.000
H -2.17098 -6.35446 -0.52093  0.000
C 2.35081 -1.27087 1.64338  0.000
O -2.64019 -4.89445 1.82763  0.000
C -1.58550 -5.45437 -0.32928  0.000
C 8.16047 -2.55615 1.86135  0.023
H -0.89364 -6.00208 1.64454  0.000
C -3.69218 5.67368 -4.36602  0.000
H -8.50040 5.38452 -2.20388  0.000
H -0.82055 -4.28088 1.29418  0.000
H -4.00257 -7.93171 2.43944  0.000
C -0.02658 -1.06065 0.75990  0.000
H 0.10876 -2.08180 0.38328  0.000
H -5.02449 8.01892 -4.83425  0.000
H 4.80086 -1.71218 4.04764  0.000
H 7.22861 1.32103 0.39001  0.000
H 0.28596 -0.39320 -0.05309  0.000
H 2.78760 -0.65764 3.65764  0.000
O 9.23166 -1.17058 3.41173  0.511
C 0.91349 -0.85837 1.94243  0.000
H 2.63852 -0.85844 0.67080  0.000
H 4.17701 -2.80067 2.80740  0.000
H -2.89498 7.47676 -5.29321  0.000
H -3.97000 -6.09285 0.77798  0.000
H -3.38909 4.96681 -3.59301  0.000
H -6.16171 3.21509 -2.34464  0.000
H -9.24836 4.81062 -3.70378  0.000
H 9.23650 -2.44872 -0.02692  0.001
H 7.41414 -0.33085 -0.15052  0.000
H 8.84697 0.65587 0.17734  0.001
H -1.68261 6.31228 -4.77310  0.000
H -4.32846 -1.06975 0.03263  0.000
H -6.97503 3.76787 -0.88988  0.000
H -3.74206 1.76955 -0.81257  0.000
C 7.83267 0.41516 0.50119  0.004
H -2.20561 -1.14230 -0.89476  0.000
H -6.42814 7.31776 -6.75334  0.000
C -2.64144 6.76093 -4.51029  0.000
H -7.48709 4.93734 -3.57822  0.000
H 0.89795 0.19867 2.23454  0.000
H -8.32698 2.54592 -3.33849  0.000
C 4.50488 -1.77318 2.99691  0.001
H -2.85390 -7.05972 3.46620  0.000
C -1.42617 -5.17805 1.15599  0.000
H 2.40233 -2.35938 1.53618  0.000
H -6.77533 0.90656 -1.91149  0.000
H -3.78296 5.10692 -5.30007  0.000
H -4.46038 -5.50410 2.35939  0.000
C -2.30437 -0.36439 -0.12915  0.000
O 5.38617 -1.51606 0.75737  0.001

Forces on atoms 1 to 3 (eV/Å):
C 0.0 0.0 0.0
H -0.1 0.2 -0.1
C 0.0 -0.1 -0.2


No. 2
Density functional theory data (wB97M-V/def2-TZVPD) for 11 unconnected molecules or ions with the total composition C31H67BNO46S11Si at a distorted geometry.

Results
- Frontier orbital gap: 4.446 eV
- Charge: -1

Each line ends with the Mulliken charge.
Geometry (Å):
H 4.97011 -2.51717 5.67213  0.261
C 6.05660 -2.62602 5.63370  -0.241
H 3.66314 -6.35354 -1.43828  0.300
H 3.50198 3.42353 0.15467  0.030
C 3.99675 3.55218 -0.81383  -0.083
S -4.99791 -7.96175 4.24385  1.096
O -5.25749 -9.30969 3.36289  -0.310
H -4.02169 -10.71454 2.45441  0.310
H -4.52674 -5.07410 2.93494  0.085
O -4.10745 -2.70565 4.30737  -0.342
H -1.28762 -1.50034 0.51503  -0.020
H -2.18427 0.74081 0.79999  0.089
H -3.30876 5.80600 -0.84032  0.193
H -4.26768 4.32485 -3.30626  0.247
H 4.98056 1.61475 -0.56148  0.256
S 6.88815 6.23189 3.97476  1.015
O -1.87134 4.82648 6.83687  -0.575
H -3.80994 3.22666 -4.79402  0.287
C -1.75491 -0.26412 -3.42929  0.149
S -6.07660 -1.32792 -3.62544  1.163
H 4.48879 5.12294 -5.89062  0.262
C 4.69087 7.40256 4.18766  -0.271
O 2.71846 3.18457 -7.88151  -0.303
C -4.72209 -4.08572 2.50567  -0.030
H -0.95630 0.04126 -4.24991  0.185
H 6.43199 1.92854 3.87999  0.277
H 5.65106 3.28216 2.00153  0.362
O -4.91384 -0.67520 -4.18498  -0.437
C -2.08564 3.41128 -3.28807  -0.267
S -4.26263 -4.10481 -8.48068  1.070
O 7.84629 -3.49591 4.38118  -0.341
S 3.71670 3.87156 -8.97329  1.105
S 7.88916 -4.30515 5.79582  1.070
S -2.78804 -2.76357 3.35149  0.940
C 0.85761 -1.44601 -2.22385  -0.338
O -0.47882 2.44912 -1.69384  1.161
H -1.71109 -2.79526 -0.86019  0.274
O 0.78742 -5.98573 -3.11012  -0.547
H 6.65019 -1.97012 3.63305  0.209
H 0.48503 1.05050 -0.14599  -0.032
O -2.02264 3.63104 4.65338  -0.284
O -3.37027 -7.95862 4.15072  -0.288
O 4.22826 1.78188 2.20937  -0.244
H -4.05771 -9.08857 1.71770  0.283
H -5.79693 -4.29158 -5.43503  0.220
H -1.49386 4.83154 1.69656  -0.085
O 1.05323 2.43158 -1.67313  -0.664
C -5.25179 -3.12209 3.56423  -0.400
H -1.33864 2.35698 0.80196  -0.527
H 3.01370 5.68159 -6.72771  0.332
O 1.44121 -4.75474 -1.03777  -0.171
O 8.05091 6.88461 3.41521  -0.573
O 8.96341 -3.75929 6.59529  -0.533
O 5.56525 6.81821 3.22372  -0.277
C 3.16715 3.51758 -6.56981  -0.141
O -3.47559 -3.53343 2.08855  -0.259
H 1.83398 -0.96795 -1.79073  0.123
C -7.37029 0.32056 -2.27898  -0.304
H -1.62340 1.65388 4.15358  0.283
H -1.63753 6.60652 0.97539  0.249
C 2.94519 -6.50697 -0.62615  -0.405
H 3.91767 2.77786 -6.27171  0.191
H -1.99245 -9.02946 3.02230  0.313
O 4.36451 -0.45965 3.29407  -0.521
C -3.95160 -3.34406 -6.12939  -0.098
O -1.00042 5.91049 4.71074  -0.521
H 5.05311 8.00160 6.26250  0.319
O 3.01374 3.97197 -1.75735  -0.340
S 2.28943 2.65436 -2.38958  0.289
H 5.23567 2.37316 -2.15786  0.308
O 0.16876 3.94107 5.70661  -0.334
H -5.98351 -3.59554 4.22431  0.334
C 5.51387 2.50336 4.04109  -0.357
H 4.12237 8.22191 3.73960  0.321
C -0.43872 1.20364 -0.85792  0.561
O 4.55059 1.63592 4.63475  -0.331
N -1.55451 4.36288 -0.90715  -0.103
H 3.40803 -7.11195 0.15810  0.311
C -1.10708 2.61225 4.25465  -0.038
H 2.33587 3.49694 -5.86107  0.260
O -0.51930 -6.29512 -0.95355  -0.512
S 0.71690 -6.07234 -1.67001  1.034
H -4.17725 2.41588 -3.11849  -0.112
H -2.31252 -1.24247 -3.76137  -0.209
H -2.75439 -9.90099 4.38193  0.280
H -4.45681 -2.37244 -6.13626  0.142
C -1.77497 1.55586 0.06679  0.364
H -3.60385 4.17602 0.05897  0.097
O 2.35995 2.74098 -3.82970  -0.624
H -2.52248 0.61729 -3.33741  -0.286
C -2.92465 -9.18414 3.57218  -0.307
O -3.25023 -3.48359 -7.36284  -0.328
C 3.78643 4.90656 -6.70003  -0.247
C -1.76358 -1.66239 -0.55557  -0.535
H 0.77643 -2.55783 -1.80856  -0.203
H 3.99970 6.62764 4.53455  0.252
H 5.72658 3.35034 4.69772  0.320
H -4.48283 -5.43268 -5.83467  0.304
C 4.89708 2.93660 2.71384  -0.256
H 4.78680 4.30116 -0.72100  0.366
C -8.27388 -0.15725 -3.41253  -0.399
O -1.82990 -3.66015 3.95914  -0.604
O -2.45750 -1.41849 2.94174  -0.322
C 6.56534 -2.88926 4.21892  -0.151
H -8.96505 -0.93217 -3.06564  0.292
C -4.06118 -9.64263 2.66234  -0.327
C -3.69332 3.35699 -3.63132  -0.720
C 4.51772 2.21974 -1.34573  -0.337
H -2.88218 -1.26992 -0.46577  0.143
O 2.91915 4.63464 -9.90497  -0.541
O -6.20211 -2.76350 -3.52662  -0.641
O 4.68106 2.87814 -9.39075  -0.556
O 6.47659 -3.75443 6.39730  -0.343
C 2.42422 -5.17453 -0.09425  -0.361
S -1.23690 4.75139 5.53958  1.088
H -0.67895 2.89820 3.28848  0.023
H -1.57390 2.50851 -3.87689  -0.009
H -1.24034 5.11478 -1.59063  0.189
Si -0.76624 -0.48835 -1.74874  0.210
H -7.91164 0.44179 -1.33770  0.336
O -5.42762 -4.60519 -7.45583  -0.345
H -6.87705 1.26317 -2.53885  0.211
H -3.25936 -3.38711 -5.28516  0.249
B -1.84600 3.07982 -1.66264  0.225
O 6.60023 6.87739 5.44474  -0.319
O -4.79204 -3.01249 -9.26662  -0.544
C -4.96171 -4.48822 -6.11254  -0.146
H 0.99660 -1.55565 -3.40029  0.251
C 5.59446 7.88037 5.32121  -0.339
O -5.37989 -8.22882 5.61103  -0.565
O -5.49475 -6.82975 3.49361  -0.532
O 7.75013 -5.71669 5.52265  -0.533
O 3.37722 1.55122 -1.88195  -0.356
H 6.08770 8.82298 5.06134  0.290
O 2.33563 1.02600 3.65529  -0.417
O -2.64955 2.01006 -1.03977  -0.761
H 1.92945 -5.30317 0.87425  0.277
C -0.03617 2.57812 5.34172  0.125
C -2.23478 5.61970 1.19195  -0.600
O 4.46066 4.90696 -7.95725  -0.332
O -6.36452 -0.68242 -2.15545  -0.238
H -3.11067 5.78029 1.95157  0.277
H -1.54233 4.38876 -3.63987  0.227
H -5.69881 -2.23596 3.10217  0.283
H 3.21427 -4.42554 -0.00143  0.350
H 6.52678 -1.73451 6.06204  0.328
S 3.75398 0.84146 3.45379  0.863
O -7.39950 -0.74160 -4.37648  -0.305
H 4.15120 3.72375 2.86415  0.325
O 1.80469 -7.17548 -1.16237  -0.318
H -5.40242 -4.18688 1.65673  0.325
O -3.63700 -5.26652 -9.06841  -0.542
H 0.89643 2.12768 4.99367  -0.015
C -2.77887 4.94961 -0.24072  -0.439
H -8.84237 0.66210 -3.86059  0.312
H 5.91733 -3.59742 3.69246  0.281
O 6.76264 4.79631 4.07357  -0.517
H -0.39099 2.04104 6.22771  0.296

Forces on atoms 1 to 3 (eV/Å):
H 0.2 -0.2 0.1
C 0.1 0.8 -0.3
H 0.0 0.0 0.1